Entry from the OMol25 dataset: one molecule with the formula C23H21NO at a distorted geometry (ωB97M-V with the def2-TZVPD basis set).

Its energy above the lowest of the compared OMol25 structures with the same formula, charge and spin is 0.0 kJ/mol. Its structure (SMILES) is CC(=O)[C@H](c1ccccc1)[C@@H](C)n1c2ccccc2c2ccccc21. The net charge is 0.

```
46
Properties=species:S:1:pos:R:3:nbo_charge:R:1
O 2.3958 1.5627 2.4174 -0.580
N 2.6725 0.3772 5.4782 -0.430
C 1.4442 0.2689 4.7236 -0.008
C 3.2774 -0.7329 6.0938 0.164
C -0.6163 0.9956 2.2651 -0.221
C 3.6050 1.4279 5.5367 0.244
C -0.1023 -0.2415 2.7265 -0.003
C -1.9918 1.1653 2.1061 -0.200
C 1.3186 -0.4240 3.2266 -0.365
C 3.4135 2.7372 5.1697 -0.266
C 3.6832 -0.5459 2.3230 -0.729
C -2.8689 0.0613 2.2014 -0.207
C 4.5217 3.5969 5.3300 -0.188
C 2.7195 -2.0100 6.2529 -0.277
C 5.7669 3.1225 5.8069 -0.246
C 3.5838 -2.9986 6.7119 -0.181
C 0.3791 -0.3882 5.6552 -0.638
C 5.4526 -1.4967 6.8132 -0.188
C 2.4834 0.3016 2.6595 0.622
C 4.9373 -2.7628 6.9867 -0.256
C -2.3366 -1.2151 2.4192 -0.221
C 4.8160 0.9186 6.0817 -0.122
C 5.9289 1.7801 6.1474 -0.172
C 4.6417 -0.4618 6.4206 -0.037
C -0.9901 -1.3694 2.6310 -0.218
H 0.6755 -0.4276 6.7448 0.233
H 6.6028 3.8361 5.8929 0.216
H 3.0979 -3.9970 6.8465 0.210
H -0.5992 -2.4027 2.6424 0.213
H -2.4365 2.1154 1.8161 0.216
H 0.0688 -1.4046 5.2628 0.207
H 1.0953 1.4017 4.7330 0.246
H 1.5142 -1.5635 3.1144 0.233
H 3.4390 -1.3608 1.6312 0.237
H -2.9769 -2.1021 2.3562 0.217
H -3.8992 0.1510 2.0179 0.211
H 0.0756 1.8159 1.9814 0.252
H 6.8845 1.4041 6.4364 0.210
H 2.4804 3.1479 4.7940 0.231
H 1.6785 -2.2787 6.0925 0.230
H 4.3896 4.6378 5.0798 0.212
H 4.1714 -0.9660 3.1993 0.250
H 5.5412 -3.6091 7.3099 0.218
H 6.5184 -1.3120 6.9515 0.212
H -0.5530 0.2057 5.5988 0.227
H 4.4236 0.1114 1.8698 0.243
```